No. 1
C27H30ClIN2O2Tl as an isolated structure in a non-equilibrium geometry, computed with ωB97M-V/def2-TZVPD.

Last column: Mulliken charge in e.
Cartesian coordinates (Å):
1 Tl 12.39 9.22 10.59  0.8895
2 Cl 6.29 10.05 5.07  -0.1871
3 C 7.27 9.69 6.45  0.5460
4 C 7.87 8.40 6.56  -0.6999
5 C 8.71 8.11 7.60  -0.0428
6 I 9.32 6.15 7.69  0.1786
7 C 9.16 9.10 8.66  0.6133
8 O 9.99 8.83 9.58  -0.7279
9 C 8.47 10.41 8.46  0.1729
10 N 8.73 11.32 9.46  -0.6491
11 C 8.18 12.53 9.36  -0.2342
12 C 7.32 12.90 8.33  -0.6543
13 C 7.03 12.02 7.32  -0.6215
14 C 7.52 10.69 7.43  0.5483
15 H 7.69 7.68 5.72  0.3386
16 H 8.56 13.19 10.14  0.4796
17 H 6.90 13.91 8.47  0.3946
18 H 6.37 12.29 6.49  0.3672
19 C 13.32 14.44 10.85  -1.8659
20 C 14.06 13.39 10.07  0.6080
21 C 15.42 13.32 10.21  -0.3789
22 C 16.14 12.26 9.55  0.5317
23 C 17.60 12.19 9.82  -1.6087
24 C 15.45 11.34 8.85  0.0145
25 C 13.98 11.25 8.90  0.2100
26 C 13.37 12.39 9.39  -0.1741
27 N 13.28 10.25 8.38  -0.7156
28 C 13.76 9.26 7.37  0.6002
29 C 14.31 10.02 6.10  -1.3235
30 C 14.66 8.95 5.07  0.5228
31 C 13.45 8.16 4.58  -1.4474
32 C 12.87 7.45 5.74  0.6979
33 C 13.91 6.43 6.27  -1.6004
34 C 15.11 7.16 6.80  0.3340
35 C 15.71 8.00 5.63  -1.2862
36 C 14.72 8.16 7.94  -0.9822
37 C 12.54 8.47 6.85  -1.0092
38 H 12.31 14.56 10.43  0.4036
39 H 13.93 15.36 10.77  0.4853
40 H 13.16 14.16 11.88  0.3467
41 H 16.04 14.12 10.71  0.3403
42 H 18.10 12.93 9.17  0.3453
43 H 18.01 11.18 9.50  0.3367
44 H 17.88 12.37 10.87  0.4019
45 H 15.84 10.39 8.45  -0.0434
46 H 12.33 12.57 9.05  0.6636
47 H 15.17 10.61 6.27  0.5889
48 H 13.53 10.69 5.75  0.4094
49 H 15.19 9.52 4.29  0.2283
50 H 13.89 7.50 3.83  0.5457
51 H 12.67 8.75 3.99  0.3107
52 H 11.94 6.92 5.37  0.2028
53 H 14.26 5.70 5.53  0.5486
54 H 13.46 5.79 7.01  0.4306
55 H 15.89 6.42 7.09  0.2784
56 H 16.09 7.31 4.85  0.4517
57 H 16.53 8.55 6.01  0.5467
58 H 15.61 8.63 8.38  0.4667
59 H 14.20 7.61 8.80  0.2660
60 H 12.05 7.94 7.74  0.0422
61 H 11.85 9.16 6.32  0.3800
62 O 10.62 11.85 11.46  -0.6409
63 H 11.31 12.47 11.26  0.2986
64 H 10.07 11.75 10.62  0.5269

The energy above the lowest of the compared OMol25 structures with the same formula, charge and spin comes out at 51.01 kJ/mol. As for the multiplicity: 1. Its charge is +1. The calculation puts the electronic energy at -60870.542 eV. The HOMO-LUMO gap (alpha / beta) comes out at 5.80 / 6.45 eV.

No. 2
A 9-piece molecular cluster, H18O9 overall, computed with ωB97M-V/def2-TZVPD.

Last column: Mulliken charge in e.
Cartesian coordinates (Å):
1 O -13.36 18.03 -1.03  -0.6069
2 H -13.21 17.10 -0.83  0.3073
3 H -12.96 18.51 -0.30  0.2643
4 O -12.39 13.77 -5.26  -0.6341
5 H -12.23 12.85 -5.48  0.2959
6 H -13.13 13.75 -4.64  0.3354
7 O -16.60 15.96 -1.59  -0.6558
8 H -16.87 16.82 -1.96  0.3100
9 H -17.28 15.35 -1.88  0.3217
10 O -14.29 15.96 -3.33  -0.6358
11 H -13.41 16.33 -3.17  0.2469
12 H -14.78 16.08 -2.50  0.2861
13 O -15.18 13.37 -4.41  -0.6659
14 H -16.13 13.43 -4.39  0.3034
15 H -14.85 14.20 -4.01  0.4156
16 O -16.11 19.05 -1.84  -0.6245
17 H -15.79 19.95 -1.91  0.2921
18 H -15.31 18.51 -1.79  0.3595
19 O -11.03 15.60 -3.38  -0.6584
20 H -11.33 14.98 -4.06  0.3812
21 H -10.84 16.41 -3.87  0.2737
22 O -12.29 17.89 -4.97  -0.5991
23 H -11.56 18.00 -5.58  0.3023
24 H -13.08 17.92 -5.52  0.2996
25 O -16.24 16.77 -5.14  -0.6287
26 H -17.03 17.06 -4.68  0.3041
27 H -15.60 16.52 -4.43  0.4098

As for the SMILES: O.O.O.O.O.O.O.O.O. The energy above the lowest of the compared OMol25 structures with the same formula, charge and spin comes out at 171.83 kJ/mol. As for the multiplicity: 1. Its charge is 0. The calculation puts the electronic energy at -18720.355 eV. The HOMO-LUMO gap comes out at 11.17 eV.

No. 3
An isolated ion of composition C4H10NO and charge +2 in a non-equilibrium geometry, computed with ωB97M-V/def2-TZVPD.

Last column: Mulliken charge in e.
Cartesian coordinates (Å):
1 O -0.35 -2.20 -1.64  0.0221
2 C -0.02 -1.60 -0.67  0.0315
3 C -0.31 -0.15 -0.53  0.3485
4 C 0.29 0.61 0.69  -0.6990
5 C -0.26 0.25 2.05  -1.3209
6 N 0.28 0.43 -1.79  -0.3974
7 H 0.09 -2.23 0.22  0.4651
8 H -1.41 0.04 -0.77  0.4038
9 H 1.39 0.43 0.76  0.4280
10 H 0.20 1.71 0.47  0.4467
11 H 0.05 -0.72 2.38  0.4117
12 H -1.28 0.41 2.41  0.3832
13 H 0.23 1.04 2.72  0.3446
14 H 1.18 0.92 -1.63  0.3708
15 H 0.16 -0.24 -2.60  0.3702
16 H -0.24 1.29 -2.05  0.3911

The energy above the lowest of the compared OMol25 structures with the same formula, charge and spin comes out at 251.07 kJ/mol. As for the multiplicity: 2. The expectation value of S² is 0.76. Its charge is +2. The calculation puts the electronic energy at -7824.538 eV. The HOMO-LUMO gap (alpha / beta) comes out at 8.66 / 5.25 eV.

No. 4
A 3-piece molecular cluster, C20H30N3O6 overall in a non-equilibrium geometry, computed with ωB97M-V/def2-TZVPD.

Last column: Mulliken charge in e.
Cartesian coordinates (Å):
1 C 1.51 -1.92 -0.61  -0.5696
2 C 0.99 -1.06 -1.86  -0.3522
3 N 1.13 0.42 -1.72  0.4424
4 C 0.14 1.03 -0.79  0.6986
5 C -1.06 1.80 -1.58  -0.7366
6 C -1.84 0.67 -2.42  0.3174
7 C -1.67 0.66 -3.96  -0.3812
8 N -2.30 -0.34 -4.72  -0.7859
9 N -3.01 -1.24 -4.06  0.3493
10 C -3.33 -1.42 -2.69  -0.3201
11 C -2.70 -0.38 -1.69  0.3312
12 C -2.92 -0.47 -0.11  0.2449
13 C -4.15 -1.45 0.20  -0.3138
14 O -4.11 -2.44 0.96  -0.4488
15 C 2.51 0.84 -1.45  0.3995
16 C 3.55 0.75 -2.69  -1.0240
17 O 2.98 1.22 -0.35  -0.5474
18 H 0.69 -2.04 0.18  -0.1595
19 H 2.51 -1.59 -0.18  0.2990
20 H 1.68 -2.99 -1.02  0.4221
21 H 1.64 -1.36 -2.77  0.3796
22 H -0.07 -1.41 -2.11  -0.0299
23 H -0.31 0.18 -0.16  -0.4987
24 H 0.55 1.79 -0.05  -0.3592
25 H -0.67 2.60 -2.29  0.4194
26 H -1.78 2.31 -0.83  0.2615
27 H -1.02 1.46 -4.45  0.4184
28 H -3.42 -1.97 -4.68  0.3087
29 H -3.99 -2.30 -2.33  0.4012
30 H -3.19 0.57 0.29  0.4251
31 H -2.01 -0.85 0.47  -0.0046
32 H -5.14 -1.22 -0.35  0.4263
33 H 4.44 0.16 -2.28  0.3025
34 H 3.12 0.13 -3.55  0.2663
35 H 3.94 1.77 -3.00  0.3328
36 O -0.73 3.63 1.64  -0.5596
37 C 0.27 4.28 1.84  0.5480
38 O 0.38 5.22 2.82  -0.3930
39 C 1.65 5.86 2.72  -0.4238
40 C 2.53 4.89 1.96  -0.6589
41 C 1.54 4.20 1.05  0.0594
42 H 1.52 6.81 2.18  0.2494
43 H 2.04 6.08 3.71  0.3391
44 H 3.35 5.37 1.44  0.3753
45 H 2.96 4.16 2.66  0.2642
46 H 1.41 4.74 0.11  0.3110
47 H 1.82 3.17 0.86  -0.0802
48 O 1.88 -2.97 1.80  -0.5675
49 C 0.94 -3.59 2.23  0.6056
50 O 0.29 -4.56 1.54  -0.3589
51 C -0.85 -5.01 2.30  -0.2845
52 C -0.54 -4.62 3.73  -0.5076
53 C 0.28 -3.36 3.56  -0.4483
54 H -1.74 -4.50 1.92  0.1635
55 H -0.97 -6.08 2.18  0.2960
56 H -1.44 -4.49 4.34  0.3354
57 H 0.07 -5.40 4.20  0.2774
58 H -0.35 -2.47 3.51  0.2370
59 H 1.02 -3.26 4.36  0.3063

As for the multiplicity: 1. Its charge is +1. The calculation puts the electronic energy at -37970.622 eV. The HOMO-LUMO gap comes out at 6.99 eV.